Record 1
Entry from the Open Molecules 2025 dataset: a molecular structure, C32H26N5PPd (ωB97M-V with the def2-TZVPD basis set).

```
65
Properties=species:S:1:pos:R:3:lowdin_charge:R:1
Pd 0.578 -0.725 0.002 1.05
C 4.731 -2.001 0.699 0.03
C 4.945 -1.397 1.925 0.05
C 3.962 -0.561 2.453 0.06
C 2.787 -0.376 1.755 -0.19
N 2.566 -1.015 0.576 -0.02
C 3.523 -1.785 0.054 -0.08
C 1.745 0.608 2.163 -0.16
C 1.766 1.313 3.359 0.07
C 0.793 2.268 3.594 0.06
C -0.138 2.564 2.599 0.05
C -0.120 1.847 1.417 -0.19
N 0.782 0.851 1.246 -0.01
C -0.980 2.316 0.273 -0.14
C -1.081 3.672 0.047 0.06
C -1.820 4.165 -1.028 0.07
C -2.439 3.281 -1.900 0.04
C -2.328 1.935 -1.654 -0.02
N -1.636 1.465 -0.585 -0.09
H 5.482 -2.627 0.237 0.14
H 5.874 -1.547 2.461 0.15
H 4.142 -0.053 3.390 0.13
H 3.326 -2.220 -0.918 0.12
H 2.527 1.121 4.101 0.14
H 0.772 2.808 4.533 0.15
H -0.874 3.342 2.754 0.15
H -0.547 4.357 0.692 0.15
H -1.891 5.234 -1.189 0.16
H -3.008 3.624 -2.754 0.15
H -2.788 1.193 -2.292 0.14
N -2.026 -1.167 -1.460 -0.04
P -1.578 -0.244 -0.161 0.98
C -2.601 -0.339 1.247 -0.36
C -3.804 0.390 1.283 -0.05
C -4.675 0.201 2.341 -0.01
C -4.354 -0.707 3.347 0.02
C -3.165 -1.427 3.313 -0.02
C -2.281 -1.253 2.262 -0.07
C 1.267 0.424 -1.689 -0.11
C 2.108 1.462 -1.391 -0.07
C 2.578 2.168 -2.505 -0.01
C 2.206 1.807 -3.791 -0.01
C 1.365 0.726 -3.996 -0.01
C 0.864 -0.019 -2.918 -0.07
C -1.237 -2.325 -1.692 -0.36
C -1.697 -3.347 -2.494 0.04
C -0.904 -4.474 -2.653 0.05
C 0.316 -4.553 -1.991 0.02
C 0.715 -3.489 -1.220 -0.07
N -0.034 -2.370 -1.082 -0.05
H -3.012 -1.292 -1.681 0.15
H -4.059 1.103 0.507 0.11
H -5.604 0.753 2.387 0.14
H -5.042 -0.854 4.170 0.14
H -2.933 -2.127 4.104 0.14
H -1.361 -1.829 2.231 0.11
H 2.445 1.730 -0.403 0.11
H 3.257 2.994 -2.334 0.14
H 2.590 2.360 -4.639 0.14
H 1.087 0.419 -4.997 0.14
H 0.240 -0.874 -3.111 0.10
H -2.664 -3.273 -2.975 0.15
H -1.246 -5.292 -3.276 0.15
H 0.945 -5.429 -2.070 0.14
H 1.645 -3.510 -0.671 0.11
```

LUMO energy = -13.68 eV
energy = -1976.592731 a.u.
energy relative to the best compared isomer or geometry (same formula, charge and spin) = 0.0 kJ/mol
net charge = +4
HOMO level = -20.5 eV

=====

Record 2
Entry from the Open Molecules 2025 dataset: a molecular structure, C32H27AsBrN4O12SZr at a distorted geometry (ωB97M-V with the def2-TZVPD basis set).

```
79
Properties=species:S:1:pos:R:3:lowdin_charge:R:1
Zr 14.133 6.891 14.397 1.90
O 10.349 11.245 15.575 0.06
C 10.285 10.764 14.292 -0.27
C 9.165 10.985 13.517 -0.05
C 9.053 10.538 12.207 -0.10
C 10.088 9.767 11.741 -0.11
C 11.249 9.551 12.482 -0.01
C 11.380 10.056 13.784 -0.06
C 12.612 9.655 14.606 -0.32
O 13.245 8.556 14.010 -0.34
N 13.577 10.809 14.777 0.01
N 14.532 10.945 13.834 0.04
C 15.675 11.312 14.250 -0.20
C 16.953 11.411 13.405 -0.67
Br 16.873 11.090 11.558 0.75
C 18.126 11.681 13.998 -0.14
C 19.560 11.708 13.589 -0.23
C 20.191 10.600 13.025 -0.04
C 21.580 10.610 12.816 -0.07
C 22.345 11.662 13.297 -0.11
C 21.728 12.729 13.898 -0.11
C 20.363 12.758 14.027 -0.06
H 9.519 11.681 15.743 0.09
H 8.414 11.632 13.955 0.10
H 8.182 10.805 11.615 0.10
H 10.023 9.327 10.752 0.09
H 11.989 8.923 12.054 0.07
H 12.333 9.440 15.609 0.12
H 13.972 10.625 15.701 0.09
H 15.829 11.485 15.343 0.13
H 18.003 11.983 15.050 0.12
H 19.565 9.766 12.793 0.07
H 22.004 9.771 12.329 0.09
H 23.441 11.702 13.160 0.11
H 22.314 13.574 14.235 0.10
H 19.862 13.598 14.468 0.11
O 15.562 6.271 10.225 0.12
C 14.543 6.835 10.476 -0.46
O 13.898 6.781 11.619 -0.06
C 13.915 7.864 9.516 -0.15
C 14.562 7.934 8.273 -0.01
C 14.309 8.975 7.386 -0.07
C 13.353 9.874 7.784 -0.09
C 12.711 9.731 8.986 -0.12
N 12.949 8.721 9.856 0.14
H 15.418 7.238 8.132 0.13
H 14.951 9.059 6.496 0.11
H 13.153 10.710 7.146 0.09
H 11.952 10.451 9.265 0.10
O 17.436 5.945 14.628 -0.38
As 17.531 7.714 14.373 1.13
O 15.898 8.053 14.034 -0.72
O 14.680 6.063 12.541 -0.33
C 17.685 8.034 16.345 -0.31
C 19.004 8.395 16.654 -0.15
C 19.515 8.550 17.951 -0.08
C 18.619 8.419 19.009 -0.09
C 17.272 8.124 18.750 -0.06
C 16.816 7.881 17.434 -0.22
S 15.041 7.421 17.244 0.53
O 14.667 7.134 18.608 -0.30
O 14.870 6.230 16.326 -0.45
O 14.415 8.529 16.557 -0.34
H 17.669 5.464 13.840 0.01
H 19.679 8.479 15.815 0.06
H 20.561 8.761 18.113 0.09
H 18.890 8.524 20.066 0.10
H 16.549 8.008 19.545 0.10
O 11.609 4.544 12.093 0.08
C 11.343 5.101 13.129 -0.47
C 9.935 5.285 13.706 -0.07
C 10.132 6.115 14.992 -0.06
C 11.623 6.262 15.028 -0.51
O 12.283 6.957 15.817 -0.06
N 12.259 5.691 13.990 0.03
H 9.580 4.276 13.993 0.12
H 9.238 5.765 13.028 0.11
H 9.780 5.664 15.931 0.13
H 9.740 7.115 14.935 0.12
```

LUMO energy = 2.46 eV
energy = -7612.758916 a.u.
energy relative to the best compared isomer or geometry (same formula, charge and spin) = 380.1 kJ/mol
net charge = -1
HOMO level = -5.7 eV

=====

Record 3
Entry from the Open Molecules 2025 dataset: a molecular structure, C32H27BiF3N4O4S2SbSi (ωB97M-V with the def2-TZVPD basis set).

```
75
Properties=species:S:1:pos:R:3:lowdin_charge:R:1
Bi 0.226 1.813 -0.298 1.32
C -3.863 -0.489 3.407 -0.18
Si -2.596 0.374 4.459 0.49
C -1.164 -0.746 4.864 -0.18
C -3.395 0.971 6.032 -0.18
C -1.914 1.903 3.568 -0.24
C -2.008 3.169 4.141 -0.06
C -1.491 4.302 3.521 -0.05
C -0.847 4.143 2.314 -0.11
N -0.731 2.942 1.745 -0.14
C -1.261 1.861 2.325 -0.74
S -1.074 0.374 1.380 0.51
H -4.351 -1.279 3.982 0.04
H -3.426 -0.940 2.516 0.00
H -4.632 0.216 3.084 0.04
H -1.505 -1.635 5.400 0.04
H -0.447 -0.229 5.506 0.03
H -0.647 -1.078 3.963 0.01
H -3.842 0.118 6.548 0.04
H -4.195 1.689 5.837 0.04
H -2.680 1.431 6.716 0.04
H -2.504 3.282 5.098 0.10
H -1.583 5.282 3.966 0.11
H -0.415 4.976 1.773 0.12
O 6.337 0.680 1.082 0.13
C 5.738 0.921 2.235 -0.50
O 6.337 0.997 3.279 0.10
C 4.258 1.111 2.209 -0.04
C 3.539 1.436 3.338 0.01
N 2.251 1.540 2.968 0.03
N 2.080 1.286 1.664 -0.01
C 3.289 1.033 1.186 -0.14
C 3.398 0.677 -0.274 -0.57
O 4.520 0.550 -0.765 0.06
O 2.283 0.522 -0.869 -0.31
H 5.680 0.627 0.333 0.05
H 3.874 1.585 4.350 0.14
H 1.447 1.728 3.543 0.15
S -2.150 2.484 -1.400 0.40
C -1.555 4.067 -1.436 -0.93
N -1.066 5.115 -1.422 0.05
F 1.713 -6.173 -0.214 0.07
C 1.360 -4.948 -0.644 -0.28
C 1.306 -3.915 0.268 0.00
C 0.942 -2.656 -0.188 -0.11
C 0.637 -2.451 -1.530 -0.37
C 0.702 -3.517 -2.424 -0.11
C 1.070 -4.780 -1.985 0.00
Sb 0.005 -0.562 -2.190 1.47
C 1.205 -0.199 -3.871 -0.38
C 2.445 -0.811 -4.021 -0.10
C 3.255 -0.496 -5.102 0.01
C 2.808 0.447 -6.006 -0.28
F 3.591 0.755 -7.056 0.07
C 1.595 1.092 -5.875 0.00
C 0.794 0.763 -4.791 -0.13
C -1.807 -1.090 -3.144 -0.38
C -1.872 -1.373 -4.506 -0.11
C -3.070 -1.765 -5.090 0.00
C -4.189 -1.865 -4.290 -0.28
F -5.352 -2.245 -4.850 0.07
C -4.165 -1.588 -2.938 0.00
C -2.963 -1.197 -2.371 -0.13
H 1.551 -4.100 1.305 0.12
H 0.915 -1.830 0.516 0.07
H 0.463 -3.374 -3.471 0.11
H 1.130 -5.624 -2.658 0.12
H 2.801 -1.527 -3.290 0.11
H 4.225 -0.954 -5.238 0.12
H 1.296 1.833 -6.603 0.12
H -0.163 1.263 -4.680 0.11
H -0.990 -1.291 -5.128 0.10
H -3.143 -1.990 -6.145 0.12
H -5.072 -1.674 -2.355 0.12
H -2.938 -0.969 -1.310 0.09
```

LUMO energy = -0.62 eV
energy = -3596.029399 a.u.
HOMO level = -9.1 eV

=====

Record 4
Entry from the Open Molecules 2025 dataset: a molecular structure, C32H27BrCl3KN3O5 (ωB97M-V with the def2-TZVPD basis set).

```
72
Properties=species:S:1:pos:R:3:lowdin_charge:R:1
K 0.235 0.416 -0.428 0.76
Cl -7.146 1.807 2.241 0.61
C -5.678 1.064 1.652 -0.71
C -4.757 1.819 0.947 -0.18
C -3.596 1.223 0.506 -0.57
Cl -2.437 2.194 -0.354 0.71
C -3.255 -0.144 0.730 -0.51
O -2.183 -0.691 0.322 -0.20
C -4.265 -0.842 1.455 -0.55
Cl -3.982 -2.537 1.791 0.71
C -5.436 -0.273 1.910 -0.16
H -4.932 2.869 0.760 0.10
H -6.152 -0.864 2.464 0.10
Br -3.300 3.052 4.052 0.75
C -1.635 3.928 3.755 -0.66
C -1.315 5.049 4.502 -0.15
C -0.099 5.678 4.268 -0.09
C 0.773 5.190 3.306 -0.03
C 0.437 4.065 2.564 -0.12
C -0.778 3.429 2.791 -0.07
C 1.384 3.539 1.494 -0.63
O 2.450 4.155 1.312 -0.01
O 1.004 2.517 0.860 -0.18
H -2.004 5.422 5.248 0.09
H 0.163 6.557 4.845 0.10
H 1.722 5.667 3.104 0.11
H -1.041 2.561 2.202 0.08
C -0.294 -2.398 2.534 -0.04
O -0.503 -3.777 2.186 -0.11
C 0.250 -4.211 1.124 -0.24
C 1.433 -4.897 1.340 -0.01
C 2.150 -5.400 0.265 -0.09
C 1.674 -5.225 -1.027 -0.08
C 0.492 -4.540 -1.250 -0.01
C -0.216 -4.016 -0.177 -0.15
N -1.461 -3.378 -0.316 0.14
C -2.014 -2.731 -1.328 -0.02
C -1.491 -2.217 -2.517 -0.14
C -2.448 -1.867 -3.521 -0.05
C -2.081 -1.301 -4.698 -0.11
C -0.701 -1.018 -4.919 -0.08
C 0.241 -1.268 -3.976 -0.01
C -0.102 -1.827 -2.682 -0.42
O 0.727 -1.909 -1.757 -0.08
H 0.770 -2.216 2.707 0.10
H -0.850 -2.230 3.453 0.09
H -0.684 -1.731 1.761 0.06
H 1.771 -5.030 2.360 0.12
H 3.078 -5.928 0.437 0.10
H 2.227 -5.621 -1.869 0.10
H 0.108 -4.412 -2.252 0.12
H -2.024 -3.387 0.529 0.08
H -3.078 -2.585 -1.181 0.13
H -3.493 -2.078 -3.320 0.11
H -2.818 -1.050 -5.449 0.09
H -0.399 -0.570 -5.860 0.10
H 1.281 -1.021 -4.143 0.10
C 5.016 3.774 -0.791 -0.03
C 4.450 2.469 -1.241 -0.31
C 4.978 1.437 -1.990 -0.01
C 3.946 0.476 -2.077 -0.36
N 2.867 0.896 -1.434 0.04
N 3.194 2.108 -0.937 0.04
C 3.958 -0.856 -2.754 -0.05
H 6.100 3.708 -0.708 0.07
H 4.587 4.061 0.169 0.06
H 4.779 4.564 -1.508 0.08
H 5.972 1.378 -2.405 0.10
H 2.542 2.563 -0.292 0.10
H 4.836 -1.434 -2.460 0.07
H 3.989 -0.744 -3.841 0.07
H 3.062 -1.413 -2.483 0.05
```

LUMO energy = 1.87 eV
energy = -6330.804285 a.u.
energy relative to the best compared isomer or geometry (same formula, charge and spin) = 0.0 kJ/mol
net charge = -1
HOMO level = -5.0 eV

=====

Record 5
Entry from the Open Molecules 2025 dataset: a molecular structure, C32H27BrClN2O2Os at a distorted geometry (ωB97M-V with the def2-TZVPD basis set).

```
66
Properties=species:S:1:pos:R:3:lowdin_charge:R:1
Os 0.304 1.461 0.520 1.45
Br -0.153 3.873 -0.168 1.01
C 0.350 3.539 -1.962 -0.55
C -0.003 4.410 -2.945 -0.08
C 0.466 4.160 -4.253 -0.05
C 1.294 3.101 -4.491 -0.01
C 1.666 2.216 -3.449 -0.15
C 2.581 1.153 -3.671 0.01
C 2.979 0.336 -2.652 -0.04
C 2.417 0.488 -1.370 -0.05
C 1.453 1.452 -1.103 -0.29
C 1.143 2.397 -2.152 -0.23
H -0.621 5.272 -2.734 0.12
H 0.179 4.826 -5.054 0.12
H 1.688 2.929 -5.485 0.12
H 2.987 1.020 -4.667 0.13
H 3.702 -0.449 -2.829 0.12
H 2.743 -0.182 -0.590 0.09
C -1.784 -2.773 -0.305 -0.06
C -0.681 -1.952 -0.980 -0.18
C 0.680 -2.312 -0.449 -0.17
C 1.316 -3.433 -0.969 -0.02
C 2.544 -3.856 -0.487 -0.05
C 3.146 -3.157 0.543 -0.03
C 2.535 -2.041 1.113 -0.19
C 3.296 -1.304 2.199 -0.20
C 3.335 -2.067 3.524 -0.08
C 1.296 -1.634 0.602 -0.19
N 0.696 -0.450 1.203 -0.05
C 0.417 -0.550 2.463 -0.06
C 0.245 0.662 3.153 -0.32
C -0.126 1.009 4.427 0.03
C -0.149 2.424 4.479 -0.04
C 0.207 2.882 3.243 -0.12
N 0.473 1.820 2.413 -0.17
H -2.766 -2.505 -0.700 0.07
H -1.798 -2.597 0.774 0.08
H -1.631 -3.841 -0.467 0.08
H -0.881 -0.897 -0.844 0.07
H -0.692 -2.135 -2.056 0.12
H 0.830 -3.978 -1.771 0.12
H 3.032 -4.721 -0.917 0.11
H 4.119 -3.464 0.910 0.12
H 2.894 -0.304 2.362 0.10
H 4.321 -1.167 1.847 0.12
H 2.335 -2.223 3.932 0.07
H 3.919 -1.520 4.265 0.08
H 3.793 -3.048 3.394 0.08
H 0.363 -1.521 2.943 0.16
H -0.350 0.318 5.225 0.12
H -0.397 3.047 5.323 0.11
H 0.311 3.904 2.914 0.10
Cl -7.527 -1.306 -0.924 0.71
C -5.968 -0.619 -0.622 -0.65
C -5.424 -0.707 0.652 -0.08
C -4.181 -0.151 0.892 0.00
C -3.490 0.477 -0.140 -0.15
C -4.045 0.553 -1.415 0.01
C -5.292 0.008 -1.660 -0.08
C -2.144 0.999 0.098 -0.57
O -1.346 1.292 -0.847 -0.13
O -1.660 1.150 1.251 -0.06
H -5.974 -1.205 1.438 0.11
H -3.737 -0.203 1.878 0.13
H -3.492 1.036 -2.210 0.13
H -5.742 0.059 -2.641 0.11
```

LUMO energy (spin up / spin down) = -4.93 / -4.93 eV
energy = -4620.276576 a.u.
energy relative to the best compared isomer or geometry (same formula, charge and spin) = 56.7 kJ/mol
net charge = +1
HOMO level (spin up / spin down) = -11.2 / -11.2 eV

=====

Record 6
Entry from the Open Molecules 2025 dataset: a molecular structure, C32H27Cl5FN8O6PtS at a distorted geometry (ωB97M-V with the def2-TZVPD basis set).

```
81
Properties=species:S:1:pos:R:3:lowdin_charge:R:1
Pt 0.677 0.419 0.560 1.22
C -1.394 4.739 -2.377 0.03
C -1.289 4.341 -0.957 -0.28
N -1.454 5.108 0.082 0.16
N -1.237 4.294 1.150 0.06
C -0.938 3.052 0.793 -0.60
S -0.671 1.705 1.836 0.77
N -0.981 3.065 -0.540 -0.05
N -0.646 1.932 -1.263 0.09
H -1.806 5.743 -2.429 0.10
H -2.049 4.055 -2.919 0.08
H -0.411 4.739 -2.852 0.10
H -1.296 4.659 2.087 0.17
H -0.396 2.156 -2.216 0.10
H -1.378 1.225 -1.210 0.07
F -3.227 2.177 -3.517 0.08
C -3.635 1.189 -2.709 -0.19
C -2.909 0.080 -2.559 0.02
N -3.285 -0.931 -1.701 0.02
C -2.363 -2.039 -1.486 -0.01
C -1.188 -1.738 -0.550 -0.62
O -0.419 -2.636 -0.278 0.08
O -1.101 -0.500 -0.149 -0.25
C -4.394 -0.810 -0.902 -0.46
O -4.685 -1.610 -0.032 0.07
N -5.170 0.305 -1.153 0.22
C -4.895 1.380 -2.001 -0.40
O -5.634 2.327 -2.099 0.12
H -1.975 -0.074 -3.085 0.11
H -1.935 -2.303 -2.452 0.14
H -2.912 -2.892 -1.098 0.14
H -6.033 0.364 -0.630 0.17
O -0.311 -0.295 -2.793 0.01
C 0.849 -0.561 -2.510 -0.38
N 1.516 -0.166 -1.363 0.00
C 2.856 -0.575 -1.488 -0.44
O 3.719 -0.416 -0.653 0.09
C 3.033 -1.250 -2.803 -0.08
C 4.144 -1.816 -3.392 0.02
C 3.957 -2.424 -4.630 -0.05
C 2.703 -2.453 -5.241 -0.05
C 1.595 -1.866 -4.639 0.01
C 1.797 -1.273 -3.410 -0.09
H 5.114 -1.787 -2.913 0.13
H 4.798 -2.885 -5.132 0.11
H 2.594 -2.943 -6.199 0.11
H 0.620 -1.875 -5.109 0.12
C -2.223 -2.767 4.408 0.01
N -2.152 -1.419 3.774 -0.16
C -2.661 -1.497 2.374 0.01
C -0.794 -0.748 3.863 -0.13
C 0.301 -1.448 3.119 -0.27
C 0.856 -2.538 3.808 -0.06
C 1.909 -3.287 3.329 -0.05
C 2.473 -2.925 2.123 -0.02
C 1.980 -1.826 1.438 -0.08
C 0.908 -1.088 1.908 -0.24
H -3.238 -3.137 4.291 0.11
H -1.965 -2.686 5.461 0.11
H -1.531 -3.424 3.891 0.10
H -2.781 -0.813 4.300 0.18
H -2.059 -2.235 1.847 0.11
H -2.552 -0.528 1.896 0.07
H -3.696 -1.815 2.397 0.10
H -0.559 -0.710 4.927 0.14
H -0.953 0.267 3.525 0.01
H 0.457 -2.772 4.788 0.11
H 2.297 -4.116 3.904 0.12
H 3.313 -3.467 1.712 0.12
H 2.483 -1.537 0.535 0.07
Cl 2.325 2.719 -1.457 0.74
C 2.998 2.317 0.091 -0.67
C 2.246 1.650 1.076 -0.34
C 2.846 1.613 2.346 -0.64
Cl 2.008 1.060 3.760 0.74
C 4.139 2.086 2.591 -0.70
Cl 4.827 2.013 4.163 0.70
C 4.885 2.631 1.556 -0.70
Cl 6.482 3.182 1.830 0.72
C 4.294 2.777 0.307 -0.71
Cl 5.181 3.534 -0.952 0.71
```

LUMO energy = -3.97 eV
energy = -5043.267689 a.u.
energy relative to the best compared isomer or geometry (same formula, charge and spin) = 104.5 kJ/mol
net charge = +1
HOMO level = -11.1 eV